<P>
DFT (ωB97M-V/def2-TZVPD) results for 4 unconnected molecules or ions with the total composition C2H12O3S.

The charge is 0. The structure (SMILES) is CCS.O.O.O.

XYZ file:
```
18
C2H12O3S (ωB97M-V/def2-TZVPD)
H -2.238 -2.261 -1.178
H 0.747 -2.655 0.424
H -0.007 2.130 -0.525
H -0.540 0.627 -3.718
H -1.333 -0.242 -2.681
O 0.154 -2.417 1.152
H -0.306 0.370 1.390
H 1.971 0.294 0.677
H -0.232 1.834 2.512
S 1.875 1.342 1.508
C -0.514 2.239 0.443
O -0.998 -0.218 -3.583
H -1.611 -2.437 -2.585
C 0.055 1.380 1.564
O -1.971 -2.916 -1.827
H 0.668 -1.784 1.668
H -0.272 3.303 0.561
H -1.589 2.255 0.260
```



<Q>
DFT (ωB97M-V/def2-TZVPD) results for 4 unconnected molecules or ions with the total composition C2H12O3S.

The charge is 0. The structure (SMILES) is CCS.O.O.O.

XYZ file:
```
18
C2H12O3S (ωB97M-V/def2-TZVPD)
H 3.045 -0.500 2.822
S -0.898 -0.915 -1.070
H -1.800 1.908 -0.739
H 1.584 1.789 -0.015
H 1.163 -2.193 3.116
H -0.586 0.879 -2.635
H 2.762 -0.386 1.318
H -0.224 -2.650 2.757
O 0.533 -2.903 3.297
H -2.604 2.262 -2.196
H 1.552 0.359 -0.661
C -1.446 0.415 -2.200
H -1.985 -0.196 -2.918
H -0.156 -0.259 -0.183
H -3.273 0.979 -1.139
C -2.371 1.422 -1.540
O 2.643 -0.966 2.082
O 2.060 0.954 -0.097
```



<R>
DFT (ωB97M-V/def2-TZVPD) results for 4 unconnected molecules or ions with the total composition C2H12O3S.

The charge is 0. The structure (SMILES) is CSC.O.O.O.

XYZ file:
```
18
C2H12O3S (ωB97M-V/def2-TZVPD)
H 0.170 -1.942 0.880
O -0.539 -0.877 2.319
H -0.150 1.217 1.329
H 0.623 -1.310 -2.969
H 0.014 -0.277 2.855
H 1.456 -2.131 -2.043
H -2.237 0.940 -1.593
S -0.930 2.670 -0.429
H 0.337 2.938 1.534
O 1.529 -1.432 -2.676
H -0.961 0.357 -0.519
H 1.212 -2.935 0.280
H -1.194 -1.251 2.939
H 1.270 1.839 0.535
O 0.865 -2.030 0.196
C 0.259 2.102 0.839
H -0.528 1.063 -2.163
C -1.196 1.058 -1.313
```



If you had to name the least stable structure above, which would it be? It would be <P>.